[1]
One molecule with the formula C16H20FN3O2S at a distorted geometry, computed with ωB97M-V with the def2-TZVPD basis set.

Summary:
2S+1: 1
SMILES string: COCCn1c(SCC(=O)c2ccc(F)cc2)nnc1C(C)C
Frontier orbital gap: 0.328 hartree
Energy: -39034.176 eV
HOMO: -8.543 eV
ΔE to the lowest compared entry with this formula, charge and spin: 0.000 eV

Cartesian coordinates (Å):
1 C -0.047 -2.497 -2.085
2 O -0.658 -1.313 -1.637
3 C -0.217 -0.171 -2.331
4 C -1.080 1.026 -1.929
5 N -0.923 1.371 -0.543
6 C 0.157 1.996 0.012
7 S 1.551 2.494 -0.906
8 C 2.754 2.661 0.462
9 C 3.628 1.423 0.452
10 O 4.799 1.485 0.160
11 C 2.939 0.132 0.705
12 C 3.351 -0.972 -0.042
13 C 2.723 -2.193 0.099
14 C 1.678 -2.299 1.003
15 F 1.045 -3.481 1.127
16 C 1.278 -1.233 1.788
17 C 1.919 -0.017 1.642
18 N -0.010 2.157 1.295
19 N -1.202 1.630 1.610
20 C -1.756 1.161 0.529
21 C -3.072 0.467 0.488
22 C -2.858 -1.015 0.817
23 C -4.031 1.116 1.484
24 H 1.045 -2.419 -2.037
25 H -0.340 -2.724 -3.117
26 H -0.385 -3.292 -1.424
27 H 0.841 0.028 -2.105
28 H -0.315 -0.321 -3.417
29 H -2.130 0.784 -2.107
30 H -0.794 1.888 -2.540
31 H 2.164 2.781 1.368
32 H 3.356 3.546 0.259
33 H 4.163 -0.850 -0.743
34 H 3.029 -3.055 -0.473
35 H 0.476 -1.356 2.497
36 H 1.620 0.808 2.270
37 H -3.490 0.547 -0.521
38 H -2.157 -1.460 0.115
39 H -3.803 -1.549 0.760
40 H -2.460 -1.112 1.824
41 H -3.594 1.094 2.478
42 H -4.977 0.581 1.495
43 H -4.217 2.154 1.217

Forces on the atoms, in the same order (eV/Å):
0.07 -0.06 -0.07
-0.21 0.32 0.06
0.00 0.11 -0.05
0.19 -0.54 -0.48
0.28 0.27 0.78
-0.03 0.06 0.12
0.26 0.28 -0.13
-0.08 0.09 -0.29
-0.07 0.16 0.12
0.01 0.03 -0.06
0.11 -0.47 0.03
-0.09 0.17 0.10
-0.11 -0.14 0.09
0.11 0.23 0.02
0.02 0.06 -0.01
-0.06 -0.29 -0.03
0.25 0.03 -0.11
0.79 0.49 -0.50
-1.03 -0.42 0.47
0.00 0.10 -0.22
-0.12 -0.18 0.12
-0.08 0.06 -0.21
0.06 -0.02 -0.21
-0.04 -0.04 0.01
0.00 -0.02 0.02
0.06 -0.06 -0.04
-0.13 -0.03 -0.05
0.00 0.04 0.05
0.11 0.12 -0.04
-0.14 -0.08 0.00
0.07 0.04 0.07
-0.04 -0.09 0.08
0.08 0.00 -0.04
0.00 -0.09 -0.05
-0.09 -0.05 0.09
-0.04 0.04 -0.02
0.03 0.01 0.07
0.03 -0.09 0.02
-0.11 -0.10 0.02
0.04 -0.01 0.13
0.00 0.01 0.11
-0.10 -0.05 0.01
-0.05 0.11 0.04

=====

[2]
A 15-piece molecular cluster, C80H140N12O24 overall at a distorted geometry, computed with ωB97M-V with the def2-TZVPD basis set.

Summary:
2S+1: 1
Net charge: +6
Frontier orbital gap: 0.205 hartree
Energy: -152192.638 eV
HOMO: -16.575 eV

Cartesian coordinates (Å):
1 C -7.298 -0.940 -3.432
2 N -6.318 -2.032 -3.828
3 C -5.072 -1.279 -4.180
4 C -6.086 -2.930 -2.590
5 C -6.720 -2.885 -4.958
6 C -8.025 -3.551 -4.809
7 O -8.019 -4.708 -5.636
8 H -8.214 -1.455 -3.097
9 H -7.316 -0.184 -4.237
10 H -6.732 -0.508 -2.625
11 H -5.303 -0.525 -4.942
12 H -4.276 -1.816 -4.565
13 H -4.887 -0.750 -3.222
14 H -5.374 -3.704 -2.885
15 H -7.057 -3.292 -2.248
16 H -5.549 -2.306 -1.858
17 H -5.973 -3.647 -5.151
18 H -6.668 -2.201 -5.779
19 H -8.885 -2.912 -4.837
20 H -8.112 -3.987 -3.817
21 H -8.634 -4.704 -6.396
22 C 3.163 -0.188 5.061
23 N 4.435 -0.290 5.750
24 C 4.604 1.013 6.539
25 C 4.411 -1.409 6.709
26 C 5.557 -0.465 4.633
27 C 6.970 -0.302 5.179
28 O 7.256 -1.284 6.170
29 H 3.249 0.556 4.259
30 H 2.282 -0.006 5.672
31 H 2.963 -1.156 4.503
32 H 4.787 1.790 5.798
33 H 5.382 0.829 7.256
34 H 3.691 1.061 7.160
35 H 3.529 -1.265 7.336
36 H 5.365 -1.433 7.197
37 H 4.248 -2.324 6.112
38 H 5.457 0.374 3.992
39 H 5.451 -1.436 4.267
40 H 7.185 0.680 5.557
41 H 7.599 -0.502 4.308
42 H 7.753 -1.000 6.958
43 C 0.571 3.469 3.832
44 N 0.557 4.801 4.462
45 C 1.471 4.692 5.726
46 C 1.031 5.806 3.476
47 C -0.813 5.183 4.931
48 C -1.641 4.187 5.721
49 O -2.353 3.177 5.011
50 H 1.543 3.143 3.610
51 H 0.065 3.478 2.842
52 H 0.243 2.750 4.585
53 H 2.397 4.227 5.389
54 H 0.938 3.972 6.346
55 H 1.548 5.658 6.260
56 H 0.985 6.876 3.835
57 H 0.370 5.727 2.641
58 H 2.002 5.522 3.130
59 H -1.390 5.468 4.021
60 H -0.722 6.025 5.648
61 H -2.308 4.838 6.230
62 H -1.011 3.711 6.442
63 H -2.693 3.650 4.142
64 C -1.457 0.387 0.533
65 N -1.495 -0.865 -0.185
66 C -0.186 -1.501 -0.104
67 C -2.401 -1.906 0.484
68 C -1.859 -0.630 -1.611
69 C -1.093 0.440 -2.335
70 O 0.192 0.000 -2.534
71 H -0.601 0.941 0.217
72 H -1.523 0.168 1.595
73 H -2.376 0.918 0.294
74 H -0.254 -2.425 -0.693
75 H 0.094 -1.672 0.929
76 H 0.521 -0.852 -0.575
77 H -2.366 -1.805 1.564
78 H -2.135 -2.890 0.193
79 H -3.401 -1.735 0.153
80 H -2.899 -0.431 -1.583
81 H -1.648 -1.629 -2.152
82 H -1.133 1.437 -1.816
83 H -1.781 0.578 -3.191
84 H 0.828 0.747 -2.399
85 C -3.131 3.954 -4.507
86 N -1.993 4.359 -3.661
87 C -1.976 3.930 -2.354
88 C -0.990 4.419 -1.473
89 C -0.034 5.336 -1.914
90 C 0.094 5.500 -3.279
91 C -0.895 4.988 -4.082
92 C 1.027 5.893 -1.061
93 C 1.521 5.133 0.036
94 C 2.530 5.665 0.733
95 N 3.196 6.755 0.350
96 C 2.734 7.487 -0.663
97 C 1.571 7.139 -1.327
98 C 4.487 7.077 1.078
99 H -3.761 4.827 -4.646
100 H -3.551 3.093 -4.059
101 H -2.695 3.684 -5.525
102 H -2.660 3.077 -2.086
103 H -1.123 4.063 -0.476
104 H 0.937 6.020 -3.705
105 H -1.002 5.348 -5.108
106 H 1.027 4.241 0.319
107 H 2.980 5.092 1.592
108 H 3.155 8.478 -0.873
109 H 1.123 7.744 -2.068
110 H 4.375 8.091 1.451
111 H 5.232 6.958 0.268
112 H 4.677 6.268 1.732
113 C -1.033 -9.671 -10.500
114 N -0.708 -8.478 -9.617
115 C -1.306 -7.276 -9.885
116 C -1.002 -6.283 -8.976
117 C -0.297 -6.536 -7.827
118 C 0.381 -7.695 -7.675
119 C 0.107 -8.655 -8.532
120 C -0.020 -5.380 -6.865
121 C 1.298 -5.109 -6.581
122 C 1.590 -4.138 -5.672
123 N 0.641 -3.577 -4.935
124 C -0.687 -3.808 -5.172
125 C -1.038 -4.772 -6.122
126 C 0.973 -2.572 -3.915
127 H -1.870 -10.178 -9.984
128 H -0.213 -10.367 -10.487
129 H -1.179 -9.237 -11.484
130 H -1.966 -7.259 -10.766
131 H -1.362 -5.294 -9.113
132 H 1.065 -7.850 -6.843
133 H 0.622 -9.620 -8.491
134 H 2.105 -5.675 -7.112
135 H 2.560 -3.827 -5.481
136 H -1.330 -3.283 -4.520
137 H -2.117 -4.845 -6.279
138 H 0.463 -2.848 -3.016
139 H 0.580 -1.569 -4.189
140 H 2.057 -2.526 -3.845
141 C -2.064 -0.728 6.526
142 N -3.238 0.056 5.977
143 C -4.321 0.264 6.829
144 C -5.342 1.018 6.371
145 C -5.371 1.523 5.042
146 C -4.307 1.202 4.196
147 C -3.262 0.448 4.690
148 C -6.500 2.245 4.497
149 C -6.232 3.515 3.809
150 C -7.314 4.323 3.436
151 N -8.563 3.933 3.727
152 C -8.852 2.769 4.347
153 C -7.811 1.886 4.708
154 C -9.674 4.804 3.342
155 H -1.330 -0.608 5.756
156 H -2.393 -1.772 6.772
157 H -1.919 -0.220 7.467
158 H -4.219 -0.125 7.818
159 H -6.145 1.266 7.014
160 H -4.231 1.489 3.140
161 H -2.357 0.148 4.151
162 H -5.197 3.749 3.539
163 H -7.169 5.246 2.971
164 H -9.898 2.526 4.556
165 H -8.009 1.010 5.251
166 H -9.956 4.626 2.271
167 H -9.355 5.827 3.465
168 H -10.512 4.665 4.000
169 C 8.936 6.975 -4.944
170 C 9.011 6.208 -3.513
171 C 9.156 4.677 -3.796
172 C 10.459 4.436 -4.506
173 C 11.708 4.816 -3.620
174 C 11.708 6.181 -3.121
175 N 10.198 6.626 -2.786
176 O 10.087 7.399 -1.885
177 C 12.201 7.251 -4.173
178 C 12.447 6.395 -1.798
179 C 7.804 6.502 -2.644
180 H 8.082 6.617 -5.476
181 H 9.868 6.915 -5.483
182 H 8.762 8.029 -4.661
183 H 8.404 4.369 -4.548
184 H 9.103 3.965 -2.877
185 H 10.429 4.920 -5.529
186 H 10.554 3.363 -4.578
187 H 12.605 4.695 -4.188
188 H 11.633 4.149 -2.815
189 H 12.297 8.195 -3.608
190 H 11.430 7.394 -4.863
191 H 13.100 6.973 -4.695
192 H 13.397 5.907 -1.868
193 H 11.868 6.001 -0.936
194 H 12.545 7.429 -1.611
195 H 8.076 6.371 -1.637
196 H 7.068 5.873 -3.013
197 H 7.521 7.584 -2.814
198 C -2.436 -7.468 0.722
199 C -2.960 -8.275 1.902
200 C -3.583 -9.569 1.474
201 C -3.576 -10.671 2.532
202 C -2.150 -11.041 2.929
203 C -1.405 -9.851 3.551
204 N -1.814 -8.592 2.821
205 O -1.127 -7.600 3.016
206 C 0.127 -9.874 3.370
207 C -1.901 -9.709 5.032
208 C -3.962 -7.511 2.712
209 H -3.092 -7.532 -0.109
210 H -1.534 -8.009 0.425
211 H -2.254 -6.458 0.954
212 H -3.126 -9.873 0.497
213 H -4.599 -9.306 1.165
214 H -4.177 -11.539 2.222
215 H -4.185 -10.305 3.418
216 H -1.565 -11.278 2.007
217 H -2.121 -11.968 3.549
218 H 0.414 -9.495 2.374
219 H 0.416 -10.954 3.297
220 H 0.647 -9.346 4.160
221 H -1.354 -10.483 5.590
222 H -2.952 -9.873 5.181
223 H -1.590 -8.711 5.417
224 H -4.395 -8.011 3.601
225 H -4.779 -7.165 2.041
226 H -3.574 -6.597 3.122
227 O 4.834 3.367 1.643
228 C 4.203 3.346 2.937
229 O 4.348 2.301 3.623
230 O 3.524 4.367 3.218
231 H 5.569 2.687 1.679
232 O 2.635 1.818 -0.421
233 C 2.191 2.609 -1.501
234 O 2.909 3.529 -1.966
235 O 1.069 2.297 -1.894
236 H 3.485 2.213 -0.200
237 O -2.885 -5.427 -2.051
238 C -2.454 -4.370 -2.824
239 O -1.279 -4.017 -2.518
240 O -3.224 -4.039 -3.756
241 H -3.615 -5.799 -2.567
242 O -3.519 4.401 0.576
243 C -2.791 3.878 1.629
244 O -3.167 4.272 2.788
245 O -1.820 3.225 1.379
246 H -3.949 5.171 1.019
247 O 0.224 -2.575 4.309
248 C -0.854 -1.816 3.834
249 O -1.889 -2.430 3.531
250 O -0.642 -0.568 3.810
251 H -0.090 -3.495 4.198
252 O -4.852 1.938 0.051
253 C -4.615 1.248 -1.123
254 O -3.941 1.861 -2.036
255 O -5.137 0.145 -1.140
256 H -4.382 2.777 -0.075

Forces on the atoms, in the same order (eV/Å):
0.72 -0.99 -0.28
0.57 -0.72 0.79
-1.47 2.10 1.43
0.81 1.09 -0.55
0.61 0.86 -0.64
-0.83 -1.86 0.71
-0.44 0.11 -0.86
0.18 0.82 -0.39
-0.71 -0.68 0.27
-0.48 0.57 0.78
-0.34 -0.16 0.21
1.35 -1.78 -0.16
0.77 -0.09 -0.70
-0.37 -0.10 -0.11
0.41 0.07 0.08
-0.61 -0.10 -0.02
0.31 -0.06 0.36
-0.35 0.23 -0.98
-0.52 0.41 -0.86
0.19 0.06 0.38
0.32 0.42 0.72
-1.23 -1.44 -2.90
1.08 1.18 -0.18
-0.43 -1.54 -0.16
-0.68 -0.80 -0.91
0.41 1.48 3.47
0.19 -1.02 0.55
-0.08 -0.35 0.34
-0.11 0.10 0.56
0.37 0.08 0.42
0.22 0.91 0.82
-0.25 0.28 0.41
0.75 0.31 0.03
0.28 0.57 -0.65
0.34 -0.03 0.24
0.03 -0.24 0.48
0.22 0.28 0.46
-0.77 0.37 -1.11
-0.52 -1.36 -0.94
-0.07 0.63 -0.02
0.21 0.22 -0.03
-0.13 0.29 -0.89
-0.95 -0.67 -0.46
0.97 0.40 1.64
-0.89 -0.12 -0.86
-0.27 1.30 0.52
-0.89 0.58 -0.52
0.11 -0.95 -1.09
0.15 1.56 -0.93
1.73 0.21 -0.14
-0.52 -0.14 1.06
-0.78 0.03 -0.54
0.16 0.54 0.06
0.20 0.17 0.17
0.11 -0.50 -0.62
0.09 -1.36 0.06
-0.66 0.01 -0.57
0.46 0.05 0.42
0.40 0.04 0.68
0.31 -0.09 -0.86
-0.91 0.44 0.79
0.21 -0.44 0.72
0.52 -1.07 0.97
-1.71 0.53 0.93
-0.04 -2.16 0.40
1.09 -0.63 -0.48
-0.53 1.58 -0.19
0.63 -2.20 -0.53
-1.52 1.11 1.02
0.97 -0.39 -1.10
0.55 0.47 0.13
0.66 0.17 0.14
0.09 0.30 -0.09
0.23 0.09 0.38
-0.15 -0.13 0.18
0.53 0.25 -0.08
0.31 0.03 0.06
0.57 -0.76 -0.43
-0.86 0.36 -0.23
-1.05 0.23 -0.29
-0.54 1.40 0.81
0.19 -0.99 -0.32
0.84 0.07 -0.57
-0.56 0.34 0.14
2.11 0.68 -2.29
0.92 -1.30 2.69
0.80 -0.10 -0.08
-1.41 0.08 -1.34
0.26 -1.10 0.16
-0.49 -0.17 0.01
-0.98 1.85 -2.06
-0.11 -0.94 1.13
-1.73 1.76 -2.06
2.06 -1.76 1.79
0.38 0.26 0.32
-0.76 1.58 -0.23
0.83 -1.21 0.68
-0.74 0.17 -2.83
-0.40 -0.25 0.20
-0.88 -0.61 0.47
-0.69 0.28 1.27
0.07 1.20 -0.04
0.32 -0.04 0.73
-0.09 0.04 -0.19
0.53 -0.46 0.05
-0.11 -0.88 0.25
-0.36 0.74 -0.85
0.38 -0.63 0.22
-0.06 0.76 -0.63
0.48 -0.17 0.35
-0.06 0.64 0.61
-0.04 -0.37 1.23
-0.19 0.77 1.33
-0.26 -0.17 0.06
1.08 -1.62 0.67
-1.32 0.20 -0.48
0.51 3.31 0.43
0.72 0.37 2.39
-0.04 -2.97 -3.14
-1.20 -1.69 0.18
0.93 -0.74 -1.13
-0.79 -0.54 0.27
-1.58 0.70 -0.53
2.14 -1.24 -0.72
-0.14 1.59 0.08
0.12 1.00 -0.66
0.05 0.36 -0.92
0.49 0.00 -0.14
-0.44 -0.57 -0.07
0.52 0.36 0.56
-0.50 0.61 -0.29
-0.19 -0.13 -0.19
-0.45 0.26 -0.03
-0.71 0.90 0.55
1.72 0.43 0.41
-0.89 0.33 0.22
0.41 -0.56 -0.12
0.01 -0.31 0.58
0.30 -0.69 -0.04
-0.10 0.03 0.30
-2.33 0.10 0.29
-1.53 -0.80 0.54
2.07 0.35 -1.81
-0.59 0.60 -1.10
1.56 -1.66 -0.30
-0.39 0.10 -0.02
0.82 -0.37 1.29
-0.06 3.41 -1.05
-1.12 -1.56 0.22
1.71 -2.54 1.24
-0.90 -0.69 0.46
1.15 -0.75 -0.04
-0.70 1.81 -0.28
-0.27 0.44 -1.21
0.93 -0.28 0.17
0.42 0.89 -0.68
0.94 0.03 0.23
-0.09 -0.15 0.42
-0.70 0.07 0.66
-0.34 0.04 0.47
-0.18 0.19 -0.32
-0.32 0.34 0.18
-0.03 1.27 -0.70
0.43 0.31 -0.19
-0.58 -1.07 0.47
0.22 0.08 1.04
0.09 0.28 -0.11
-0.34 -0.31 0.15
0.50 0.86 2.69
-0.89 -1.15 -1.37
0.21 -0.65 0.41
1.36 0.35 -0.32
-2.01 -0.55 -2.03
0.07 2.59 0.54
1.79 1.19 0.48
-0.18 -0.58 -0.80
-0.66 0.12 2.24
-1.38 -0.99 0.10
1.15 2.92 -1.59
-0.38 -0.43 -0.34
-0.28 -0.23 -0.35
0.08 -0.34 -0.42
-0.18 0.32 0.88
-0.20 1.58 -1.26
0.37 -0.75 1.14
0.04 -0.34 -0.75
0.65 -0.47 -0.17
0.43 -1.14 1.25
0.34 -0.32 -0.53
-0.72 0.32 -1.32
0.42 -0.25 0.16
0.60 -0.19 0.05
0.49 -0.17 -0.53
0.49 1.09 0.21
-0.21 -0.43 1.34
-1.76 -1.14 -0.23
0.04 -1.17 0.45
0.90 -1.64 0.53
-0.76 -0.86 0.00
-0.40 -0.98 -1.72
-1.10 0.38 0.83
0.50 -0.50 -1.28
-0.82 -0.41 0.45
1.63 3.88 0.69
-1.08 -2.48 0.02
-0.12 -1.53 -0.57
1.80 0.90 -0.06
-1.45 1.13 1.01
-0.89 -0.07 -0.56
0.23 0.51 -0.32
0.40 1.14 0.27
-0.01 -0.23 0.90
-0.04 -0.22 0.22
0.54 0.19 -0.22
0.85 -0.31 -0.73
-0.58 -0.17 0.40
0.16 1.00 -0.11
-0.15 0.12 0.49
-0.08 0.88 0.61
0.12 -0.06 -0.02
-0.15 0.27 -0.14
-0.45 0.02 -0.22
-0.29 -0.73 -0.06
0.15 -0.24 -0.77
0.45 -0.59 0.36
0.63 0.53 0.06
0.65 -0.65 1.34
0.02 -0.77 0.10
0.21 1.18 -0.82
0.98 -0.89 -0.57
-1.39 0.95 0.00
0.14 0.92 -0.68
1.42 0.85 -0.33
-0.08 -0.84 1.20
-1.55 -0.44 -0.39
0.31 -0.05 0.29
-0.58 -0.40 0.02
1.34 -0.93 0.21
-1.36 0.65 -0.48
0.47 0.57 0.21
-0.10 0.05 0.33
-0.39 0.97 0.64
-0.48 1.67 1.63
-0.78 0.05 -0.44
1.63 -1.65 -0.95
-0.06 -0.74 -0.74
-0.64 -0.37 -0.41
0.47 0.71 0.08
0.09 -0.02 0.08
0.03 -0.88 -0.04
0.29 0.54 0.21
0.68 0.38 -0.38
0.11 1.64 -0.57
-0.82 -1.12 1.23
-0.10 -1.53 -0.67
-0.18 0.20 0.27

=====

Q: Which formula does entry 2 have?
A: C80H140N12O24